Entry from OMol25: a molecular structure, C36H32Br2FN3OPS4SbSiTa (ωB97M-V/def2-TZVPD).

Computed properties:
- E_LUMO (eV) = 1.91
- net charge = -1
- relative energy (zero: lowest compared OMol25 entry of this formula, charge and spin) (eV) = 1.705
- frontier orbital gap (eV) = 6.80

CARTESIAN COORDINATES (ANGSTROEM)
F1 2.15897 -0.25334 1.19564
C1 -4.37821 1.65832 -0.13604
H1 1.43889 -4.89600 3.25005
H2 -0.45067 -3.54820 2.71556
C2 0.65211 1.75089 -5.94953
C3 6.02806 0.71831 -1.05672
Si1 -2.18489 -1.42480 1.98333
C4 1.97657 0.24274 -4.63101
H3 0.59684 -5.66754 -2.14466
C5 1.92707 -1.44461 1.78454
C6 2.89871 -3.45098 2.64087
H4 -4.88408 4.74339 3.63751
C7 5.20397 1.71149 -1.56124
H5 3.76157 -4.05266 2.89201
H6 -2.39860 0.72384 3.23332
N1 0.66272 0.57123 -0.81144
C8 -2.66452 -2.98681 2.94525
H7 -0.27682 1.86763 -2.68974
C9 -0.01128 -3.77427 -1.34388
C10 5.52181 -0.55137 -0.80508
C11 -3.15828 2.54920 1.72421
C12 4.19113 -0.82993 -1.06824
C13 3.36747 0.15745 -1.60720
C14 -5.51239 2.38929 0.28043
C15 -4.06606 4.13583 3.27486
H8 2.22669 0.51932 -6.73933
C16 -2.84383 4.17389 3.87001
C17 0.79735 -4.60428 -2.10313
S1 -0.48177 3.38445 -0.30500
H9 0.41719 2.19624 -6.90821
H10 7.06455 0.93916 -0.83448
C18 2.14108 -2.71712 -2.74167
Br1 -7.01581 4.12104 1.91466
H11 -4.07473 -1.32238 0.36681
H12 -3.18128 -2.83232 0.22175
N2 -1.95320 2.58052 2.33998
C19 1.87370 -4.07444 -2.80519
C20 1.25973 0.61213 -3.49399
H13 -3.97652 0.23029 2.60698
H14 -0.81294 3.37806 3.82361
H15 -2.55891 -1.34384 -0.51091
H16 5.57918 2.71482 -1.70950
C21 1.32993 -1.87715 -1.97680
C22 -5.45721 3.17122 1.39493
C23 -1.79521 3.36469 3.36885
H17 -3.75606 -2.90972 3.01606
H18 -0.82994 2.87931 -4.88525
H19 2.51096 -4.72166 -3.39412
H20 6.15966 -1.31963 -0.38617
C24 0.58919 -1.81237 2.00709
H21 -3.28041 -0.58586 4.00413
C25 0.25098 -2.41238 -1.28313
C26 -4.26263 3.29865 2.14693
Ta1 -0.22302 1.14966 0.73581
Br2 -4.46485 0.72730 -1.77556
O1 -2.13651 0.98673 0.29537
C27 -3.04098 -0.13198 3.03946
N3 -0.49609 -0.96912 1.69245
H22 -2.64882 4.82292 4.71171
H23 2.78541 -0.47439 -4.55965
H24 -2.27416 -3.03396 3.96292
H25 4.01292 -1.74857 1.89293
H26 -6.41972 2.32869 -0.30287
P1 1.60744 -0.09338 -1.86890
H27 -0.84481 -4.18115 -0.78555
C28 0.50805 -3.11950 2.53496
S2 0.44634 5.78356 2.51263
C29 -3.06969 -1.75223 0.35759
C30 3.87485 1.43316 -1.84008
C31 -0.05044 2.13168 -4.81802
S3 1.10153 2.01923 2.50372
H28 3.22714 2.22605 -2.19379
H29 -0.36263 -1.76693 -0.66921
C32 0.24930 1.56297 -3.58586
H30 3.78995 -1.80738 -0.83342
S4 3.23699 4.26545 0.20283
H31 -2.44745 -3.92425 2.43167
C33 -3.22011 1.69160 0.59461
C34 3.04399 -2.18759 2.09376
C35 1.60824 -3.90669 2.84189
Sb1 1.22328 4.10961 1.20302
H32 2.99464 -2.31805 -3.27522
C36 1.66935 0.80685 -5.85695

Cartesian forces (eV/Å) of the 2 atoms listed first:
F 0.221 0.046 0.017
C -0.147 0.165 -0.043

Mulliken atomic charge list, values in e, 6 entries: F -0.271; C -0.337; H 0.414; H 0.246; C -0.476; C -0.542

***

Entry from OMol25: a molecular structure, C36H32BrCl2N5O4Pt (ωB97M-V/def2-TZVPD).

Computed properties:
- E_LUMO (alpha / beta) (eV) = -4.72 / -8.09
- net charge = +2
- spin multiplicity = 5
- frontier orbital gap (alpha / beta) (eV) = 5.45 / 4.53

CARTESIAN COORDINATES (ANGSTROEM)
C1 1.80027 1.24280 -3.90606
H1 -1.64922 2.81332 0.80904
C2 -0.76966 2.20847 0.64499
H2 -1.94467 -4.78086 -0.90126
C3 -3.38869 -1.74252 -0.39448
H3 -0.09116 2.90689 -3.99236
H4 -3.46287 2.07607 0.30876
C4 -4.61080 0.29716 -0.07193
H5 -2.06815 3.93966 -5.03210
H6 -0.45623 4.70369 1.31595
C5 -3.41333 1.01290 0.12595
C6 1.80172 2.22503 0.71351
C7 4.18551 -3.55947 -0.25277
N1 0.70691 -0.73281 4.81286
C8 1.11441 1.21559 -2.52975
C9 -4.61851 -1.04593 -0.32401
H7 -5.54949 0.83270 -0.01784
H8 -0.06938 -1.46102 -6.20858
C10 -2.05047 -3.72359 -0.70536
N2 -0.94977 0.93192 0.26440
Br1 5.59583 -4.77105 -0.39537
C11 0.87978 -1.99633 5.56413
H9 -1.80131 0.04124 5.71019
H10 -1.18589 -2.56926 5.59251
C12 -2.19614 0.36428 0.07500
O1 0.76752 0.04863 -2.13485
H11 -5.54596 -1.58354 -0.46779
H12 -1.78375 -1.41634 7.68229
C13 -0.15803 -0.72658 -7.01017
H13 -0.22812 -3.24197 6.90633
H14 1.70394 -1.82781 6.26036
O2 0.98504 2.29047 -1.95681
C14 2.50372 -2.20059 -1.24529
C15 -0.39645 -2.34071 6.31535
C16 0.48624 2.84980 0.84052
N3 -0.97753 -1.65710 -0.25563
C17 1.68093 4.91968 1.33724
Cl1 -3.66327 3.08619 -7.18584
H15 -1.18187 0.95645 7.07805
H16 0.19425 1.29301 4.98665
C18 -0.71992 0.55599 -6.49267
C19 3.54246 -3.09590 -1.39078
O3 0.97403 0.60851 -4.91830
C20 -0.90343 -2.94806 -0.49981
C21 0.36062 -0.77110 3.55315
H17 0.08456 -3.38569 -0.53147
H18 1.13837 0.62575 6.32061
C22 -0.96573 0.11971 6.41231
C23 0.48437 4.18583 1.18326
C24 0.30715 0.43004 5.64033
H19 -4.18047 -3.70711 -0.80513
H20 -0.10337 -1.04312 8.01435
C25 -1.66375 3.01118 -5.41041
H21 1.96738 -1.79745 -2.09351
N4 2.09339 -1.77171 -0.04122
C26 -0.83140 -1.17870 7.20871
C27 -0.07094 1.22059 -5.38566
H22 -0.78670 -1.13031 -7.79923
H23 0.84622 -0.56722 -7.40852
Pt1 0.54581 -0.37804 0.11535
C28 -2.29840 2.36955 -6.50799
H24 3.84507 -3.42162 -2.37544
H25 3.92440 2.48929 0.73823
H26 -2.33743 0.70074 -7.86785
H27 2.36876 -1.83344 1.99919
C29 -3.27921 -3.12567 -0.65242
O4 1.99302 0.97175 0.49336
H28 2.71883 0.66325 -3.89310
H29 2.01066 2.27109 -4.18346
H30 1.17876 -2.77883 4.86874
C30 2.72331 -2.21853 1.05435
C31 2.94489 4.33891 1.16884
C32 2.98294 3.00738 0.86713
H31 3.84006 4.93132 1.28410
C33 3.77158 -3.11122 0.99244
H32 4.25509 -3.44633 1.89834
C34 -2.19450 -1.02895 -0.19702
Cl2 1.56927 6.56348 1.73497
N5 0.05543 -0.80627 2.43246
C35 -0.56395 2.44781 -4.85015
C36 -1.82255 1.15461 -7.03189

Cartesian forces (eV/Å) of the 2 atoms listed first:
C -0.159 -0.037 0.046
H -0.005 0.019 -0.001

Mulliken atomic charge list, values in e, 6 entries: C -0.964; H 0.132; C -0.453; H 0.464; C 0.906; H 0.592

***

Entry from OMol25: a molecular structure, C36H32Cl3N6O4SeSiY (ωB97M-V/def2-TZVPD).

Computed properties:
- E_LUMO (eV) = -1.11
- relative energy (zero: lowest compared OMol25 entry of this formula, charge and spin) (eV) = 0.154
- frontier orbital gap (eV) = 6.36

CARTESIAN COORDINATES (ANGSTROEM)
H1 -0.04552 -2.88267 4.43958
C1 -2.12474 -4.87632 0.31239
H2 -2.59798 -0.80274 0.24781
Se1 -2.20306 3.11136 -6.38969
C2 2.04409 2.43721 -1.32316
H3 -1.60177 5.10384 2.64297
H4 2.23393 5.20151 4.55451
C3 -1.02777 -2.71597 0.72810
C4 -3.64061 -0.13021 -1.52171
H5 -1.07485 1.03227 3.47138
H6 -3.90390 -1.88923 2.41847
Si1 -1.49925 -1.41760 3.06251
C5 -2.55405 -0.21047 -0.65555
C6 -0.53833 -1.68832 -3.10785
H7 4.45799 0.08212 1.99187
H8 -1.38216 -3.84094 3.81808
H9 1.53942 -1.75584 2.91564
C7 1.90862 -0.88575 -4.13710
C8 -0.63963 4.65535 2.84396
H10 0.27265 0.07650 4.08409
N1 -2.96361 2.15162 -5.09105
Cl1 3.34675 2.73828 3.69278
C9 3.38733 -1.78294 2.01985
H11 3.86210 -2.25350 2.88593
N2 2.13544 -1.10876 2.40973
C10 -0.43243 -1.30147 -4.43536
C11 -2.08162 2.03385 -4.13863
C12 -2.31503 1.27527 -2.91559
O1 2.72147 -0.10576 -0.18259
N3 0.89128 1.79374 -1.19249
C13 0.22407 2.62212 -3.33449
H12 -4.55136 -0.66209 -1.28562
C14 -0.48864 -4.10325 -1.23383
H13 2.86952 -0.57612 -4.52801
C15 0.92335 2.78614 2.51653
H14 -1.63984 -2.72381 5.15986
C16 -1.37710 -5.09032 -0.83659
C17 -1.11545 -2.86087 4.21029
H15 -4.31758 0.68814 -3.39527
H16 -2.54864 -3.60978 1.95854
H17 -3.78690 -1.08010 3.98028
C18 1.82208 -1.27310 -2.80626
C19 3.98131 -0.37416 -0.02954
C20 -0.36160 -2.94372 -0.49467
H18 0.09954 -4.21901 -2.13557
O2 4.79243 -0.36096 -0.93904
N4 -0.78455 -1.58583 1.48910
H19 -1.25985 0.09221 4.94198
H20 2.74243 2.33030 -0.50458
C21 -1.95353 -3.72702 1.06449
C22 -0.81186 2.68409 -4.35742
H21 -1.48662 -5.99504 -1.41778
C23 -3.51506 0.61037 -2.67372
C24 4.37585 -0.81901 1.37404
H22 -1.31431 -1.32072 -5.06433
H23 -2.84781 -5.61404 0.63739
C25 1.81455 3.48171 3.35534
C26 -3.35880 -1.12515 2.97549
C27 -0.80961 0.08749 3.94427
H24 1.64424 3.84924 -4.36583
H25 -3.55435 -0.15959 2.49961
C28 0.78826 -0.88883 -4.95413
Cl2 -0.10278 6.83018 4.35753
H26 -1.48733 -2.01254 -2.70429
C29 -1.28572 1.16744 -1.97941
O3 0.51749 -1.93551 -0.92914
H27 0.86566 -0.58369 -5.98977
C30 2.36343 3.19414 -2.44571
H28 3.32213 3.68863 -2.50314
C31 1.44462 3.28167 -3.46664
N5 -0.67762 3.32096 -5.48666
C32 0.28567 5.28846 3.65439
Y1 0.71015 0.01862 0.63262
H29 3.12891 -2.58147 1.32026
C33 0.59078 -1.65479 -2.29902
H30 2.69190 -1.24590 -2.16587
H31 5.36431 -1.27286 1.32732
O4 1.21351 1.63001 2.00588
H32 2.34136 -0.32932 3.03147
C34 1.51566 4.70745 3.91622
N6 -1.40080 0.41303 -0.87444
C35 -0.01354 1.88259 -2.17574
Cl3 -1.44918 2.59826 1.27832
C36 -0.30748 3.43088 2.29642

Cartesian forces (eV/Å) of the 2 atoms listed first:
H 0.000 -0.002 -0.001
C 0.022 -0.017 -0.041

Mulliken atomic charge list, values in e, 6 entries: H 0.343; C -1.211; H 0.325; Se 0.220; C -0.363; H 0.489